Entry 1:
{
  "formula": "C2H8NO",
  "method": "ωB97M-V/def2-TZVPD",
  "lumo_ev": -4.747,
  "fmax_ev_per_a": 1.3,
  "charge": 1,
  "homo_energy_ev": -16.29,
  "relative_energy_kj_mol": 21.7,
  "species": ["O", "H", "H", "H", "C", "C", "N", "H", "H", "H", "H", "H"],
  "xyz": [[-0.29218, -2.55647, -0.41549], [-0.09625, -2.85450, -1.30968], [-0.95248, -3.16979, -0.06555], [-0.17005, 2.44414, 0.97544], [-0.13886, 2.00303, -0.02120], [-0.18603, 0.55227, 0.17908], [0.80688, -0.18155, 0.51251], [-1.06114, 2.31642, -0.52286], [0.74764, 2.39507, -0.51143], [-1.15900, 0.08132, 0.20123], [1.75465, 0.17023, 0.40453], [0.74683, -1.20016, 0.57344]],
  "forces_ev_per_angstrom": [[-0.1507, 0.0647, 0.2046], [-0.0192, -0.1091, -0.0047], [0.1699, 0.0167, -0.1140], [-0.0583, 0.0945, 0.2359], [-0.4455, 0.2048, -0.2649], [-0.1015, -0.0798, 0.8097], [0.8020, -0.0014, -0.9711], [0.3841, 0.0668, -0.0199], [0.0928, -0.1617, -0.1121], [-0.0556, -0.2773, -0.1243], [-0.0650, 0.2128, 0.3537], [-0.5530, -0.0309, 0.0072]]
}

Entry 2:
{
  "formula": "C15H13BN2O4S",
  "method": "ωB97M-V/def2-TZVPD",
  "lumo_ev": -0.688,
  "fmax_ev_per_a": 5.7,
  "homo_energy_ev": -8.76,
  "relative_energy_kj_mol": 185.1,
  "species": ["O", "S", "O", "N", "C", "C", "C", "C", "C", "B", "O", "O", "C", "C", "C", "C", "C", "C", "C", "C", "C", "N", "C", "H", "H", "H", "H", "H", "H", "H", "H", "H", "H", "H", "H", "H"],
  "xyz": [[-1.86506, 0.83759, 2.78789], [-0.75010, 0.23774, 1.97134], [0.75739, -0.09475, 2.27146], [-1.22712, -1.02665, 0.89593], [-0.42361, -1.93487, 0.25898], [-1.06689, -2.81448, -0.63423], [-0.32183, -3.86840, -1.19668], [0.99937, -4.00546, -0.90198], [1.60893, -3.25462, 0.06720], [3.08597, -3.54448, 0.32337], [3.82939, -4.28768, -0.59651], [3.72659, -2.93009, 1.40239], [0.89518, -2.20543, 0.65802], [-0.40375, 1.72365, 1.01141], [0.69760, 2.47427, 1.43046], [1.10317, 3.61500, 0.74615], [0.30878, 4.17186, -0.20580], [-0.89020, 3.49945, -0.61706], [-1.84941, 4.04951, -1.47722], [-2.93307, 3.31332, -1.96094], [-2.97580, 1.98342, -1.53249], [-2.16378, 1.41039, -0.60351], [-1.15137, 2.17980, -0.07446], [-1.61565, -0.35566, 0.26951], [-2.15167, -2.74997, -0.72736], [-0.68149, -4.57958, -1.98428], [1.47125, -4.85034, -1.31860], [4.71933, -4.47865, -0.18263], [3.13646, -2.46685, 2.05028], [1.28209, -1.57409, 1.46361], [1.19560, 2.21000, 2.33066], [1.99141, 4.17448, 1.15569], [0.64264, 5.04613, -0.67876], [-1.73805, 5.07180, -1.80425], [-3.61205, 3.76249, -2.66066], [-3.63025, 1.26116, -1.93693]],
  "forces_ev_per_angstrom": [[2.6595, -3.2581, -1.1372], [3.7492, 1.5990, -0.0253], [-5.4687, 0.9527, 1.4517], [-1.3803, 3.5209, 2.7574], [1.8857, -2.7152, -0.1670], [0.3231, -0.4866, 0.1689], [-1.4444, 0.4801, -1.3280], [-0.5324, -0.5085, 0.3427], [-0.3067, 0.7644, -0.0734], [1.3582, 0.8352, 0.5990], [0.9104, 0.0949, 1.9136], [-0.5184, -0.2270, 0.3090], [-0.0360, -0.1007, -0.1752], [1.6601, 0.3063, -0.0494], [-1.3969, -0.9612, -0.2989], [0.7324, 1.3165, 1.0433], [-0.7615, -1.3847, -0.1424], [0.5615, -0.7032, 0.9038], [-0.8095, -0.2655, -0.8245], [1.8775, 0.3528, 1.1054], [1.5522, -1.1053, 1.5666], [-0.3180, 1.6041, -0.7755], [-1.4164, 0.8368, -1.3761], [-1.7077, 0.0664, -1.5799], [0.3100, 0.1184, -0.3170], [-0.3566, 0.8848, 1.0317], [0.9233, -0.6346, -0.5376], [-1.3117, 0.3585, -0.8433], [0.7122, -0.7215, -1.1410], [0.1381, -0.7132, -0.7372], [0.5168, -0.4670, 0.3511], [-0.9494, -0.7181, -0.7623], [0.0103, 1.2692, -0.6140], [0.1666, 0.1675, -0.0448], [-0.3062, -0.1707, -0.0859], [-1.0265, -0.3874, -0.5081]]
}

Entry 3:
{
  "formula": "C5H7Cl",
  "method": "ωB97M-V/def2-TZVPD",
  "lumo_ev": 0.728,
  "fmax_ev_per_a": 4.4,
  "homo_energy_ev": -7.66,
  "relative_energy_kj_mol": 417.4,
  "species": ["C", "C", "C", "C", "C", "Cl", "H", "H", "H", "H", "H", "H", "H"],
  "xyz": [[0.80639, 0.77039, 0.22907], [2.05413, 0.42435, 0.23180], [0.37542, -0.63067, 0.63717], [0.03796, 1.98238, -0.03509], [0.03488, -1.83883, -0.22000], [3.65770, 0.12444, -0.16171], [0.43074, -0.61473, 1.73185], [-0.02203, 2.61316, 0.97410], [-0.98287, 1.77209, -0.30815], [0.52963, 2.52153, -0.78505], [-0.99493, -1.70205, -0.35129], [0.18313, -2.84055, 0.41076], [0.58035, -1.90438, -1.22588]],
  "forces_ev_per_angstrom": [[0.2030, -0.6843, -0.7705], [-1.8749, -2.5303, 0.3043], [3.8949, 1.9745, 0.4769], [-0.7896, 1.0898, 3.0359], [1.9940, -1.0990, 1.1618], [-0.7067, 0.4205, 0.3177], [-0.3749, -1.0945, -0.3921], [0.1508, -1.0762, -2.1541], [-0.3398, -0.1587, -0.1922], [0.5360, 1.2553, -1.0240], [-1.7685, -0.4579, -0.8167], [-0.1568, 2.1566, -1.5284], [-0.7677, 0.2042, 1.5813]]
}